A molecular structure, C41H82As3IN8O7RbS2Si2Te in a non-equilibrium geometry, computed with ωB97M-V/def2-TZVPD.

```
148
Properties=species:S:1:pos:R:3:forces:R:3
Rb -0.290041 0.793423 -0.474490 0.2 0.8 0.1
C -1.216812 6.702065 -4.143685 0.0 0.0 0.0
C 0.029243 5.827415 -4.043636 0.0 -0.2 0.0
N -0.274697 4.404896 -4.046912 -0.2 0.1 -0.1
C -0.733325 3.743205 -2.932156 -0.1 0.1 0.2
S -1.567188 2.253913 -3.220923 0.2 0.1 0.2
N -0.575629 4.407109 -1.804230 0.2 -0.1 -0.2
N -0.618424 3.748558 -0.623427 -0.5 0.2 -0.2
C -1.015461 4.454854 0.381875 0.1 -0.2 0.1
C -1.529449 5.862599 0.263974 0.0 0.1 0.0
C -0.944382 3.844514 1.733996 0.0 0.0 -0.2
C -1.378292 4.565258 2.851814 -0.1 0.1 0.1
C -1.303617 3.995916 4.112824 0.0 0.1 0.0
C -0.799477 2.715605 4.251395 0.0 0.0 0.0
C -0.400905 2.066196 3.093171 -0.1 0.1 -0.2
N -0.468895 2.596031 1.875118 0.1 0.0 0.2
H -0.961887 7.761833 -4.053450 0.0 0.0 0.0
H -1.913917 6.442943 -3.344411 0.0 0.0 0.0
H -1.725155 6.554046 -5.100223 0.0 0.0 0.0
H 0.562005 6.048089 -3.124022 0.1 0.0 0.1
H 0.707073 6.024153 -4.875823 0.0 0.0 0.0
H -0.672308 4.030194 -4.893822 0.1 0.0 0.0
H -1.428429 6.188255 -0.766489 0.0 0.0 0.0
H -0.973497 6.551787 0.907327 0.0 0.0 0.0
H -2.585799 5.923457 0.547799 0.0 0.0 0.0
H -1.769132 5.566009 2.730813 0.0 0.0 0.0
H -1.630834 4.556126 4.980777 0.0 0.0 0.0
H -0.706179 2.233421 5.215854 0.0 0.0 0.0
H -0.002021 1.060128 3.151361 0.1 0.0 0.0
C 4.823373 0.306769 3.426566 0.1 0.0 0.0
As 2.895130 0.369596 3.100298 -0.2 0.0 0.0
C 2.986242 1.177161 1.313068 0.0 -0.1 0.0
C 2.680932 -1.508885 2.521914 -0.1 0.0 0.1
C 1.842444 -2.420695 3.439698 0.0 0.0 0.0
C 1.911251 -3.841291 2.861703 -0.1 0.0 0.0
C 0.372044 -1.966349 3.521181 0.2 -0.1 -0.1
As -0.572716 -1.570447 1.830130 -0.2 0.0 0.4
C -1.132205 -3.373257 1.309794 0.0 0.0 -0.1
C -2.260948 -1.138794 2.773493 0.0 0.0 0.0
C 2.432451 -2.407520 4.861602 0.1 -0.1 -0.1
As 1.429335 -3.421027 6.226726 0.0 -0.1 0.0
C 0.420123 -1.923875 6.996020 0.0 0.1 0.0
C 2.869281 -3.387995 7.559361 0.1 0.0 0.0
H 5.036486 -0.275541 4.323064 0.0 0.0 0.0
H 5.191593 1.322453 3.572366 0.0 0.0 0.0
H 5.334369 -0.140441 2.571818 0.0 0.0 0.0
H 3.480969 0.514646 0.601561 0.0 0.0 0.0
H 3.525866 2.122379 1.364734 0.0 0.0 0.0
H 1.980666 1.392939 0.954675 0.1 0.0 0.1
H 3.684810 -1.929877 2.416262 0.0 0.0 0.0
H 2.245340 -1.490014 1.522089 0.0 -0.1 0.0
H 1.512931 -3.863023 1.846003 0.0 0.0 0.0
H 1.345313 -4.547082 3.475018 0.0 0.0 0.0
H 2.948891 -4.184125 2.816575 0.0 0.0 0.0
H 0.302847 -1.043754 4.106864 0.0 0.0 0.0
H -0.216011 -2.725793 4.046930 0.0 0.0 0.1
H -1.181348 -4.030024 2.178933 0.0 0.0 0.0
H -0.435657 -3.770652 0.572516 0.0 0.0 0.0
H -2.122517 -3.297317 0.855258 0.0 0.0 0.0
H -2.600156 -1.983970 3.377172 0.0 0.0 0.0
H -3.014434 -0.889079 2.021943 0.0 0.0 0.0
H -2.120515 -0.271140 3.422129 0.0 0.0 0.0
H 2.516678 -1.381464 5.230086 0.0 0.1 0.0
H 3.442454 -2.830327 4.841412 0.0 0.0 0.0
H -0.450862 -1.705073 6.379103 0.0 0.0 0.0
H 1.046207 -1.031869 7.061909 0.0 0.0 0.0
H 0.078740 -2.199949 7.994382 0.0 0.0 0.0
H 3.656470 -4.077103 7.254542 0.0 0.0 0.0
H 2.490270 -3.701450 8.531901 0.0 0.0 0.0
H 3.286967 -2.382693 7.642663 0.0 0.0 0.0
C 5.602099 -3.301075 -4.540612 0.2 -0.1 0.0
Si 3.956178 -2.408539 -4.640515 -0.1 0.0 0.0
C 3.726428 -1.739933 -6.373862 0.0 0.1 -0.2
C 2.598673 -3.664955 -4.357013 -0.2 -0.1 0.1
C 4.015585 -0.937759 -3.496915 -0.1 -0.1 0.3
Te 2.087301 -0.211195 -2.857237 0.5 0.6 -0.6
C 2.471612 1.624202 -4.269542 -0.3 -0.4 -0.1
Si 3.582833 2.909018 -3.600579 0.1 0.1 0.2
C 3.863247 4.349274 -4.784699 0.0 0.2 -0.2
C 5.311678 2.296217 -3.173976 0.2 -0.1 0.0
C 2.880954 3.603287 -2.007927 -0.1 0.1 0.1
H 5.624029 -4.201502 -5.165075 0.0 0.1 0.0
H 5.795478 -3.598237 -3.503696 0.0 0.0 -0.1
H 6.419395 -2.644195 -4.859609 0.0 -0.1 0.0
H 3.689311 -2.545139 -7.116248 0.0 0.1 0.0
H 4.534864 -1.052571 -6.648606 -0.1 -0.1 0.0
H 2.783002 -1.183195 -6.425580 0.1 0.0 0.0
H 2.326894 -4.143884 -5.304304 0.0 0.0 0.1
H 1.705305 -3.174473 -3.960187 0.0 -0.1 0.0
H 2.900467 -4.441151 -3.647945 0.0 0.1 0.0
H 4.443783 -0.096733 -4.037353 0.1 0.0 0.0
H 4.628311 -1.143168 -2.617500 -0.1 0.0 0.0
H 1.455954 2.042565 -4.321396 0.1 0.0 -0.1
H 2.740000 1.275127 -5.276431 0.0 0.0 0.1
H 4.369024 3.997251 -5.690929 0.0 0.1 0.0
H 4.477871 5.140203 -4.337001 -0.1 -0.1 0.0
H 2.905727 4.788539 -5.086580 0.1 0.0 0.0
H 5.836520 1.895404 -4.048950 0.0 0.0 0.1
H 5.267372 1.505819 -2.418628 0.0 0.0 0.0
H 5.912471 3.120891 -2.772649 -0.1 -0.1 0.0
H 2.015494 4.243963 -2.198822 0.0 0.0 0.1
H 3.629701 4.186620 -1.459266 -0.1 0.0 0.0
H 2.541412 2.786753 -1.361480 0.0 0.1 0.0
C -5.961355 -4.685738 1.930071 0.0 0.1 0.0
C -5.819337 -3.230924 2.371927 0.0 -0.2 0.0
S -6.836446 -2.200670 1.352357 -0.2 0.0 -0.3
O -6.253795 -2.172434 0.031171 -0.1 -0.1 0.2
O -8.215300 -2.590547 1.523777 0.1 0.0 -0.1
C -6.641017 -0.586858 2.091178 0.1 0.1 0.0
C -6.732835 0.558652 1.082726 0.1 0.0 -0.1
N -5.528464 0.721817 0.271825 -0.2 -0.1 0.2
C -4.329295 1.148481 0.754801 0.2 0.1 -0.1
N -3.364683 1.002222 -0.128707 0.1 0.1 0.2
C -3.937651 0.467332 -1.242270 0.3 0.0 -0.1
C -5.257285 0.273494 -1.007877 -0.5 -0.2 -0.2
N -6.235157 -0.208949 -1.942962 0.2 0.2 0.3
O -5.810697 -0.735493 -2.950118 0.0 -0.1 0.0
O -7.415418 -0.030978 -1.690907 -0.1 0.0 -0.1
C -4.145576 1.796816 2.085946 -0.1 0.0 -0.1
H -5.293147 -5.311795 2.519726 0.0 0.0 0.0
H -5.695168 -4.796101 0.878841 0.0 0.0 0.0
H -6.983575 -5.037551 2.064814 0.0 0.0 0.0
H -4.802027 -2.859868 2.241572 0.0 0.0 0.1
H -6.142166 -3.074087 3.403480 0.0 0.0 0.0
H -5.682729 -0.593802 2.612690 0.0 0.1 0.0
H -7.452031 -0.514887 2.815675 0.1 0.1 0.1
H -6.895567 1.483280 1.632716 0.0 0.1 0.0
H -7.571044 0.416420 0.412215 -0.1 0.0 0.0
H -3.387872 0.299586 -2.156484 -0.1 0.0 0.1
H -4.790123 2.674751 2.181747 0.0 0.0 0.0
H -3.108400 2.119524 2.157049 0.0 0.0 0.0
H -4.353945 1.130316 2.924155 0.0 0.0 0.0
N -1.777917 -0.930062 -4.048896 -0.1 0.1 0.1
C -1.544129 -1.561733 -2.884506 0.1 -0.2 -0.3
O -0.798928 -1.122924 -2.026228 -0.6 -0.7 -0.3
C -2.252508 -2.881642 -2.633416 -0.1 0.1 0.0
I -2.086003 -4.303864 -4.217139 0.0 0.0 0.0
H -1.391399 0.003993 -4.163244 0.0 0.0 0.0
H -2.532474 -1.216682 -4.647828 0.1 -0.1 -0.1
H -3.321567 -2.723511 -2.490509 0.0 0.0 0.0
H -1.813169 -3.334899 -1.753843 0.0 0.0 0.0
C 3.385828 -4.001468 -0.474765 0.1 0.2 -0.1
O 3.337997 -2.898719 -1.380779 -0.1 -0.1 0.0
C 2.212161 -2.067490 -1.338063 0.2 -0.4 0.3
O 1.418656 -2.253183 -0.426768 0.0 -0.1 0.0
H 3.798163 -3.695133 0.489026 0.0 0.0 0.0
H 4.038225 -4.748595 -0.927396 0.0 0.0 0.0
H 2.394467 -4.419528 -0.309507 -0.1 0.0 0.0
```
Forces are in eV/Å.

Results
Charge ... -1
Highest occupied orbital energy ... -3.7 eV
Orbital gap ... 5.03 eV
Relative energy (zero: lowest compared OMol25 entry of this formula, charge and spin) ... 309.4 kJ/mol
Electronic energy ... -11248.67928 Eh